Entry 1:
This record from OMol25 describes 6 unconnected molecules or ions with the total composition C11H35O6 in a non-equilibrium geometry. The level of theory is the ωB97M-V functional and the def2-TZVPD basis.

Values from the calculation:
Charge   +2
Multiplicity   2
Expectation value of S²   0.76
Orbital gap (alpha / beta)   0.3641 / 0.0978 hartree

The geometry in XYZ format:
```
52
Properties=species:S:1:pos:R:3:forces:R:3
H 0.31537 -5.89284 15.31653 0.14 0.01 0.13
O 4.07088 -5.54982 10.48631 -0.86 -0.56 0.39
H 4.93840 -3.12953 10.06605 -0.06 0.21 -0.09
H 2.79549 -9.43832 16.30982 0.43 0.28 0.05
H 6.75907 -4.50932 9.68242 -0.61 -0.19 0.55
H 3.33717 -10.39334 13.29554 -0.51 -0.30 -0.36
H 2.56105 -6.69642 15.20831 0.45 0.08 0.78
H 3.49030 -11.03474 16.69418 0.29 0.25 0.06
H 2.22264 -4.48795 10.21741 -0.01 -0.64 -0.09
C 1.34266 -7.12632 13.82480 -1.01 1.38 -1.89
H 1.74597 -6.54624 11.67366 0.23 0.44 0.56
H 4.82419 -11.08859 14.70678 0.34 -0.36 0.11
C 3.24939 -3.89775 12.01719 -0.11 0.19 -0.49
O 7.07988 -5.50592 11.64854 -0.62 0.05 -1.31
H 3.54040 -9.51402 11.01603 0.00 -0.15 -0.14
H 6.04410 -9.49340 16.10872 -0.21 0.14 0.38
C 3.96425 -3.34222 9.62570 -0.63 -0.15 0.68
H 7.94591 -5.80687 9.75403 -0.47 -0.45 0.27
H 0.38617 -7.56863 11.93999 0.00 -0.20 0.20
H 2.36742 -3.27126 12.15039 0.05 0.01 0.31
H 4.12583 -3.31095 12.29221 0.06 0.07 -0.27
C 1.37747 -7.33564 12.32876 -0.40 -0.60 0.00
H 2.02266 -8.19779 12.15986 0.03 -0.38 -0.24
H 6.26556 -9.32762 10.37392 0.46 0.35 0.12
O 5.47298 -8.93523 10.74733 0.37 0.67 0.46
H 3.36970 -2.43370 9.52973 0.15 0.09 0.06
H 4.77118 -10.83617 10.78191 -0.48 -0.17 0.30
H -0.56119 -5.98357 13.83651 0.20 -0.15 -0.37
C 0.44724 -5.87143 14.23475 -0.39 0.00 0.91
H 6.80256 -4.73471 12.14846 0.11 0.10 0.12
H 4.82365 -8.21525 15.85423 0.16 0.10 -0.01
C 4.43464 -9.84245 10.48634 -0.07 -0.91 -0.71
H 0.88782 -7.96458 14.35256 -0.15 -0.25 0.24
H 2.33522 -10.84110 15.44963 0.10 -0.22 -0.44
H 4.10791 -5.76178 9.55074 0.36 -0.39 -0.15
H 6.06694 -8.67684 14.61684 -0.43 0.00 -0.30
O 2.61782 -6.88207 14.26814 0.48 -0.35 0.11
H 5.09323 -8.04143 12.07414 1.00 -1.87 -1.20
C 4.35242 -10.12784 14.91292 1.06 2.15 0.36
O 3.88362 -9.68506 13.64386 -0.19 0.35 0.00
H 4.60477 -6.60271 11.86482 -0.04 1.77 -1.65
H 3.23857 -4.72661 12.72499 -0.35 -0.21 -0.03
C 5.37641 -9.02825 15.38351 -0.41 -1.71 0.04
H 3.91566 -7.41897 12.99243 -0.47 -0.41 0.62
H 0.88611 -4.90814 13.97479 0.16 -0.30 -0.37
H 4.26609 -9.89536 9.41075 -0.43 0.12 0.02
O 4.74769 -7.27404 12.53600 0.13 1.01 1.56
C 3.20663 -10.35622 15.88967 -0.74 -0.50 0.26
C 7.47035 -5.01627 10.33447 1.65 0.02 0.42
C 3.25171 -4.36241 10.55410 1.50 1.36 0.08
H 8.31436 -4.34324 10.48542 -0.10 0.37 -0.02
H 4.12379 -3.73157 8.62019 -0.14 -0.15 -0.02
```
Forces are in eV/Å.



Entry 2:
This record from OMol25 describes C5H13NO2 in the gas phase in a non-equilibrium geometry. The level of theory is the ωB97M-V functional and the def2-TZVPD basis.

Values from the calculation:
Charge   0
Relative energy (zero: lowest compared OMol25 entry of this formula, charge and spin)   78.86 kcal per mole
Orbital gap   0.3429 hartree

The geometry in XYZ format:
```
21
Properties=species:S:1:pos:R:3:forces:R:3
H 0.22892 2.00158 -0.64820 1.17 -0.22 1.02
C 0.25598 -0.42376 -1.23993 -0.58 -1.57 0.48
H -0.17164 0.39037 -1.87246 0.29 -0.62 0.56
H 0.02182 -2.50447 -1.28963 -0.61 -0.74 0.63
H -3.38662 -1.83698 0.31892 -1.01 -1.08 -0.03
H 1.41631 -0.37580 0.46283 -0.09 0.68 0.04
H 2.98394 2.35432 0.25332 0.12 0.07 0.02
H -1.21519 -1.59820 -2.09404 -0.84 -0.55 -0.48
C 0.35862 1.47083 0.36023 0.64 0.23 -2.14
H 1.09475 -0.93341 -1.76614 0.12 1.29 0.21
O -2.78933 -2.54185 0.03691 0.20 1.57 -0.45
H 1.16475 2.86601 1.90036 -0.54 0.31 -0.63
C 1.40051 1.95147 1.35152 0.26 -0.08 2.55
H -0.65455 1.68892 0.69852 -0.01 -0.26 1.05
H -1.92827 -0.61693 0.14956 -0.59 0.27 -0.43
H -1.14629 -1.79401 1.09268 -0.29 -0.11 -2.36
O 2.83394 2.01039 1.14062 -1.06 -0.44 -1.19
H 1.31653 1.20530 2.17277 0.06 0.21 -0.41
N 0.56863 0.05089 0.10564 -0.07 0.04 -0.85
C -0.69879 -1.70260 -1.15960 0.58 1.44 -0.28
C -1.65404 -1.66206 0.02612 2.25 -0.45 2.67
```
Forces are in eV/Å.



Entry 3:
This record from OMol25 describes C2H7N3O2 in the gas phase in a non-equilibrium geometry. The level of theory is the ωB97M-V functional and the def2-TZVPD basis.

Values from the calculation:
Charge   0
Relative energy (zero: lowest compared OMol25 entry of this formula, charge and spin)   135.28 kcal per mole
Orbital gap   0.3951 hartree

The geometry in XYZ format:
```
14
Properties=species:S:1:pos:R:3:forces:R:3
N -0.93404 -1.00289 -0.09758 -0.05 1.40 1.25
O -1.28545 1.34355 1.70488 4.37 5.22 4.58
C 0.99314 -0.43637 -1.44239 -0.80 -0.14 2.32
H -0.64301 0.93903 -0.82209 0.83 -0.39 0.46
N 0.20273 1.08715 1.77075 -1.94 -0.15 -1.45
N 0.72044 0.48873 0.81282 0.99 0.14 -0.20
H -1.18544 -1.35897 -0.98069 -0.69 -0.75 -1.05
C 0.00712 0.11891 -0.41198 -1.61 -1.26 0.36
H 1.38950 -1.34864 -1.01306 0.56 0.03 0.16
O 0.71694 1.57024 2.73832 -0.53 -0.44 -0.41
H -1.74725 0.77492 1.22605 -2.49 -5.00 -3.87
H 1.69971 0.30678 -1.55855 1.96 1.17 -0.84
H -0.45204 -1.74184 0.40149 0.17 0.07 0.00
H 0.51766 -0.74061 -2.32797 -0.77 0.10 -1.31
```
Forces are in eV/Å.



Q: What is the charge in the first record?
A: +2